Density functional theory data (the ωB97M-V functional and the def2-TZVPD basis) for a structure of composition C11H23ClLuNO6P2 in a non-equilibrium geometry.

Its HOMO-LUMO gap is 8.315 eV. The total charge is +2. The value obtained for the highest occupied orbital energy is -15.86 eV.

Geometry as XYZ:
```
45
Properties=species:S:1:pos:R:3:forces:R:3:mulliken_charge:R:1
Lu 0.3801 0.9118 0.5702 1.068 -0.774 0.624 1.377
P 2.4974 -0.6752 1.0071 0.091 -0.608 -0.180 0.603
C 2.3724 -0.6366 -0.8382 0.155 1.028 -1.186 -1.098
C 1.0995 -1.2707 -1.4040 0.241 0.429 0.201 1.082
N -0.0643 -0.7559 -0.9092 -0.098 -0.624 -0.756 0.030
C -1.2511 -1.1925 -1.4243 0.150 0.024 0.295 0.639
C -1.2939 -2.1821 -2.3990 -0.093 0.228 0.005 -0.841
C -0.0986 -2.6988 -2.8985 -0.310 0.037 0.173 -0.485
C 1.1090 -2.2314 -2.4009 0.396 0.107 0.433 -0.965
C -2.5295 -0.5774 -0.8761 0.452 -0.432 0.080 -1.155
P -2.2766 1.1186 -0.1509 -1.910 -0.386 -0.692 0.754
H 2.0793 -2.5989 -2.7313 -0.362 -0.012 -0.132 0.503
H -2.2754 -2.5104 -2.7594 0.534 0.054 0.049 0.489
H -0.1148 -3.4599 -3.6661 -0.002 -0.017 -0.031 0.466
H -3.2867 -0.5192 -1.6815 0.314 0.010 0.464 0.555
H -2.9440 -1.2259 -0.0745 0.258 0.305 -0.414 0.473
H 2.3240 0.5029 -1.1054 0.428 -2.592 0.298 -0.067
H 3.3055 -1.0252 -1.2876 -0.617 -0.013 0.009 0.615
H 0.6926 3.1436 -0.8577 1.495 -1.051 -0.207 0.399
O 1.5363 2.1824 -0.7744 -0.934 1.511 -0.230 -0.952
H 2.2148 2.2905 -1.4602 -0.250 0.074 0.395 0.277
H -0.5721 3.0952 0.1629 -0.433 2.150 -1.422 0.313
O -0.2461 3.7423 -0.5671 -0.939 -0.600 1.661 -0.448
H 0.0034 4.5837 -0.1366 -0.160 0.052 -0.003 0.444
C -2.8766 2.1298 -1.5439 0.143 0.435 -0.305 -1.301
H -3.8885 1.8132 -1.8399 0.338 0.064 0.199 0.470
H -2.9075 3.1945 -1.2708 -0.022 -0.301 -0.120 0.407
H -2.2097 2.0133 -2.4103 -0.151 0.084 0.197 0.389
C -3.6804 1.1573 1.0069 0.106 0.282 0.624 -1.293
H -3.6126 2.0711 1.6132 -0.166 -0.259 -0.079 0.381
H -4.6466 1.1482 0.4797 0.420 -0.028 0.030 0.394
H -3.6291 0.2948 1.6875 0.037 0.311 -0.132 0.413
C 2.2379 -2.3995 1.4951 -0.101 -0.204 0.293 -1.086
H 3.2142 -2.9070 1.4957 -0.445 -0.008 0.023 0.408
H 1.7978 -2.4013 2.5065 0.224 -0.174 -0.378 0.325
H 1.5479 -2.9072 0.8076 0.150 0.105 0.240 0.341
C 4.2571 -0.3975 1.3129 0.140 0.443 0.285 -1.270
H 4.3519 -0.0385 2.3489 0.210 -0.156 -0.334 0.399
H 4.7989 -1.3459 1.1904 -0.104 0.363 -0.006 0.445
H 4.6533 0.3667 0.6301 -0.047 -0.192 0.263 0.384
O -1.7436 0.3910 4.3046 1.028 -0.261 -0.651 -0.559
Cl -0.4268 0.0027 3.9066 -0.140 -0.157 1.576 1.715
O 0.5981 0.5098 4.7650 -0.769 -0.331 -1.023 -0.548
O -0.3035 -1.4069 3.6668 -0.039 1.076 -0.301 -0.570
O -0.1936 0.7005 2.5105 -0.289 0.008 0.167 -0.856
```
Forces are in eV/Å.